1.
Here is a molecular structure, C27H37FeN6O2SSe2 from the OMol25 dataset. Energies are from ωB97M-V/def2-TZVPD.

```
76
Properties=species:S:1:pos:R:3:lowdin_charge:R:1
Se -2.74030 2.36906 -1.09560 0.75
Se -0.77265 3.52879 -0.65933 0.71
Fe 0.87389 -0.21448 0.43811 0.40
S 0.17911 -1.95798 -1.05784 0.75
O -4.46316 -1.74414 -6.06884 0.13
O -5.77922 -1.92842 -4.30598 0.13
N 1.13929 -1.81400 1.74215 -0.14
N 0.64368 1.28173 -1.70701 0.03
N 2.76610 -0.64012 -0.34127 -0.13
N -1.07332 -0.10973 1.74491 -0.12
N 1.93858 1.57584 1.18976 -0.07
N -1.67931 0.52183 0.61200 -0.04
C -1.37391 0.60989 3.01786 -0.28
C 3.38967 -1.91293 0.10075 -0.19
C 1.22369 0.64930 -2.74015 -0.17
C -3.85671 1.02631 2.74775 -0.07
C -1.27111 -1.90881 -2.07483 -0.59
C -0.05067 -2.10782 2.57860 -0.14
C -3.63988 -1.66855 -2.50854 0.00
C -3.73198 1.63769 1.43360 -0.13
C 0.78873 3.29842 -3.00879 -0.10
C -2.16129 -2.16284 -4.31758 -0.02
C -2.77207 1.35381 0.54236 -0.66
C 1.71347 2.46433 2.37508 -0.18
C 2.40264 -1.75348 2.49579 -0.18
C 0.36661 2.58178 -1.89377 -0.66
C 1.47832 2.64466 -4.01290 -0.04
C -3.45062 -1.89366 -3.86240 -0.13
C 3.38037 1.28078 1.06433 -0.19
C -4.66581 -1.86578 -4.74029 -0.48
C 0.77611 1.85410 3.38735 -0.16
C -1.09247 -2.16737 -3.43907 -0.11
C 3.65074 0.53537 -0.21933 -0.16
C -2.82441 0.55500 3.44502 -0.05
C -1.31686 -1.54934 1.94056 -0.15
C 1.66165 1.27921 -3.89172 -0.03
C -0.70394 1.97646 2.99273 -0.12
C 3.59750 -2.10001 1.60485 -0.14
C -2.57130 -1.67849 -1.62362 -0.10
H -1.49376 -2.03354 0.98805 0.07
H 2.37670 -2.42507 3.35756 0.13
H 4.47539 -1.55007 1.94955 0.11
H 1.30713 -0.42510 -2.63598 0.04
H -3.00689 0.12811 4.42488 0.11
H 2.49675 -0.74303 2.89332 0.09
H -4.43628 2.41469 1.16825 0.09
H 0.10269 -1.65125 3.55683 0.11
H 1.82064 3.18236 -4.88742 0.12
H -1.96897 -2.40281 -5.35772 0.12
H 2.12879 0.69643 -4.67368 0.12
H -0.83929 0.03393 3.77129 0.12
H -2.18203 -1.71936 2.59170 0.13
H -4.64689 -1.49830 -2.14930 0.13
H -4.84893 0.99723 3.18439 0.11
H 1.04859 0.79894 3.48704 0.09
H 4.35713 -2.02121 -0.39728 0.13
H 3.96756 2.20307 1.07683 0.13
H -0.09671 -2.38638 -3.80365 0.10
H -0.13631 -3.18386 2.74135 0.14
H 3.68592 0.69319 1.93097 0.11
H 1.69535 2.13225 0.37431 0.07
H -2.79304 -1.53656 -0.57917 0.09
H 2.58437 -0.77863 -1.32751 0.06
H 1.18785 -2.57913 1.07148 0.05
H 4.70261 0.24230 -0.27010 0.13
H 0.53568 4.34615 -3.09229 0.10
H 1.30783 3.41310 2.01953 0.12
H 0.95130 2.30925 4.36379 0.12
H -3.53344 -1.59659 -6.26758 0.09
H -1.44441 0.03303 -0.23656 0.04
H 2.67880 2.68101 2.83477 0.12
H 3.45093 1.19406 -1.06824 0.12
H 3.84280 -3.15601 1.73495 0.12
H -1.22915 2.67497 3.64303 0.13
H -0.78120 2.37856 1.98364 0.05
H 2.75334 -2.71216 -0.28567 0.09
```

Gap between HOMO and LUMO (alpha / beta), eV: 7.267 / 7.255
Spin multiplicity: 1
LUMO level (alpha / beta), eV: -3.03 / -3.02
Charge: +1
Energy, eV: -217543.8617

***

2.
Here is 3 unconnected molecules or ions with the total composition CH7NO4 at a distorted geometry from the OMol25 dataset. Energies are from ωB97M-V/def2-TZVPD.

```
13
Properties=species:S:1:pos:R:3:nbo_charge:R:1
O -2.38903 1.82438 -0.81466 -0.94
O -0.39993 0.52846 1.60634 -0.61
O -0.07238 -1.70463 1.54687 -0.37
O 0.74235 -1.14969 -1.87855 -0.97
N 1.51453 -0.32261 0.76262 -0.33
C 0.22482 -0.58320 1.30100 0.83
H -2.55880 2.71441 -1.13230 0.48
H -1.12511 0.16908 2.15299 0.54
H 1.33070 -1.19211 -2.64194 0.50
H 1.77785 -0.46025 -0.23413 0.48
H 2.07221 0.38231 1.26048 0.43
H -1.63922 1.86626 -0.21942 0.45
H 0.52202 -2.07242 -1.70931 0.49
```

Gap between HOMO and LUMO (alpha / beta), eV: 10.360 / 4.790
Spin multiplicity: 2
LUMO level (alpha / beta), eV: -4.14 / -9.71
Charge: +1
Energy, eV: -10821.1023
Energy relative to the best compared isomer or geometry (same formula, charge and spin), eV: 0.794